[1]
The following is a DFT calculation (ωB97M-V/def2-TZVPD) of a cluster of 3 separate species, C3H5N2O7 in total at a distorted geometry.

Output
HOMO-LUMO gap (alpha / beta) (eV): 8.366 / 6.272
Max |F| (eV/A): 5.79
2S+1: 2
Lowest unoccupied orbital energy (alpha / beta) (Ha): -0.0535 / -0.1293
Total charge: 0
HOMO level (alpha / beta) (eV): -9.821 / -9.790

Last column: natural (NBO) charge in e.
Geometry (Å):
O1 1.710 0.000 0.174  -0.372
O2 2.745 1.477 -1.293  -0.345
O3 -3.742 1.175 1.325  -0.279
O4 -4.318 2.592 -0.287  -0.157
O5 1.513 -2.821 0.740  -0.489
O6 -1.564 0.055 -0.254  -0.575
O7 2.464 2.055 0.839  -0.279
N1 -3.524 1.832 0.268  0.528
N2 2.393 1.345 -0.121  0.702
C1 2.072 -0.782 -0.893  -0.176
C2 1.559 -2.340 -0.398  0.398
C3 -2.139 -0.002 0.837  0.237
H1 3.217 -0.640 -1.136  0.229
H2 1.309 -0.581 -1.686  0.205
H3 -1.749 0.361 1.805  0.128
H4 0.665 -2.765 -1.036  0.128
H5 -2.611 -0.958 1.115  0.118

[2]
The following is a DFT calculation (ωB97M-V/def2-TZVPD) of a cluster of 2 separate species, C3H5N2OS in total at a distorted geometry.

Output
Energy above the lowest of the compared OMol25 structures with the same formula, charge and spin (kcal per mole): 99.32
HOMO-LUMO gap (alpha / beta) (eV): 6.159 / 6.770
Max |F| (eV/A): 6.35
2S+1: 1
Lowest unoccupied orbital energy (alpha / beta) (Ha): -0.2099 / -0.2103
Total charge: +1
HOMO level (alpha / beta) (eV): -11.872 / -12.494

Last column: natural (NBO) charge in e.
Geometry (Å):
S1 1.195 -3.691 -0.412  0.810
O1 1.722 -3.323 -1.700  -0.708
N1 0.385 0.757 -0.351  -0.437
N2 -0.821 -1.045 -0.304  -0.596
C1 1.061 -0.072 0.545  -0.403
C2 -0.701 0.199 -0.823  0.381
C3 0.153 -1.294 0.617  0.184
H1 -1.075 0.423 -1.760  0.254
H2 1.152 0.461 1.579  0.296
H3 -1.629 -1.706 -0.409  0.473
H4 0.715 1.699 -0.639  0.463
H5 2.001 -0.334 0.368  0.284

> Among the records above, which one has the highest 2S+1?

C3H5N2O7

> Among the records above, which one has the highest max |F|?

C3H5N2OS

What did the second record say?
The following is a DFT calculation (ωB97M-V/def2-TZVPD) of a cluster of 2 separate species, C3H5N2OS in total at a distorted geometry.

Output
Energy above the lowest of the compared OMol25 structures with the same formula, charge and spin (kcal per mole): 99.32
HOMO-LUMO gap (alpha / beta) (eV): 6.159 / 6.770
Max |F| (eV/A): 6.35
2S+1: 1
Lowest unoccupied orbital energy (alpha / beta) (Ha): -0.2099 / -0.2103
Total charge: +1
HOMO level (alpha / beta) (eV): -11.872 / -12.494

Last column: natural (NBO) charge in e.
Geometry (Å):
S1 1.195 -3.691 -0.412  0.810
O1 1.722 -3.323 -1.700  -0.708
N1 0.385 0.757 -0.351  -0.437
N2 -0.821 -1.045 -0.304  -0.596
C1 1.061 -0.072 0.545  -0.403
C2 -0.701 0.199 -0.823  0.381
C3 0.153 -1.294 0.617  0.184
H1 -1.075 0.423 -1.760  0.254
H2 1.152 0.461 1.579  0.296
H3 -1.629 -1.706 -0.409  0.473
H4 0.715 1.699 -0.639  0.463
H5 2.001 -0.334 0.368  0.284

> The highest 2S+1 belongs to which entry?

C3H5N2O7